The following is a DFT calculation (ωB97M-V/def2-TZVPD) of C17H32ClN2O3RuSi as an isolated structure.

```
57
Properties=species:S:1:pos:R:3:forces:R:3:nbo_charge:R:1
Ru 0.5105 -1.2327 -0.2134 -0.3169 -0.3820 0.4808 0.5566
C -2.4854 0.8349 1.1240 -0.0101 0.0090 0.0042 -0.6354
C -2.1529 0.6486 -0.3473 0.2198 0.0280 -0.0662 0.1622
C -3.3601 0.7749 -1.2487 -0.0323 0.0151 0.0203 -0.6266
O -1.5533 -0.6647 -0.5625 0.0323 0.0275 -0.1088 -0.7045
C -1.0582 1.6418 -0.7644 -0.2177 0.0758 0.1554 0.8007
O -1.2329 2.5088 -1.5735 0.0431 -0.0350 -0.0526 -0.5564
O 0.0869 1.4790 -0.0846 0.0719 -0.3998 -0.1363 -0.8595
H -3.2499 0.1143 1.4218 0.0161 -0.0072 0.0082 0.2218
H -2.8884 1.8334 1.2956 0.0129 0.0092 -0.0130 0.2405
H -1.6008 0.6984 1.7425 -0.0125 0.0096 0.0074 0.2361
H -4.1299 0.0673 -0.9354 0.0082 -0.0133 -0.0110 0.2153
H -3.0884 0.5813 -2.2840 -0.0020 0.0114 -0.0097 0.2366
H -3.7738 1.7794 -1.1838 0.0023 -0.0030 0.0030 0.2461
H -2.1655 -1.3401 -0.2445 -0.0444 0.0477 0.0030 0.5010
C 1.7889 2.0158 -2.3133 0.0331 0.0904 0.0006 -1.1569
Si 1.5325 2.3349 -0.5036 0.0106 0.2982 0.0199 1.8806
C 2.7967 1.4868 0.5794 0.0118 -0.0709 -0.0901 -1.1541
C 1.4369 4.1383 -0.0689 0.0999 -0.0476 0.0277 -0.4681
C 2.6127 4.7351 0.4024 -0.0044 0.0097 0.0309 -0.2149
C 2.6633 6.0873 0.7057 -0.0065 0.0120 -0.0056 -0.2102
C 1.5288 6.8700 0.5543 0.0006 -0.0050 0.0029 -0.1861
C 0.3530 6.2981 0.0904 -0.0105 -0.0095 -0.0065 -0.1965
C 0.3090 4.9488 -0.2266 -0.0407 -0.0241 -0.0364 -0.2122
H 2.8066 2.2926 -2.5995 -0.0047 -0.0412 -0.0213 0.2521
H 1.0971 2.6194 -2.8999 -0.0056 -0.0082 -0.0112 0.2742
H 1.6252 0.9658 -2.5642 -0.0461 0.0125 0.0019 0.2240
H 3.7682 1.4162 0.0838 0.0002 0.0271 0.0044 0.2442
H 2.4697 0.4760 0.8446 -0.0144 0.0270 -0.0018 0.2323
H 2.9375 2.0348 1.5111 -0.0126 -0.0306 0.0308 0.2667
H 3.5115 4.1441 0.5423 -0.0069 -0.0132 -0.0074 0.2059
H 3.5845 6.5276 1.0640 0.0005 -0.0039 0.0017 0.2221
H 1.5603 7.9240 0.7972 0.0030 0.0007 -0.0020 0.2230
H -0.5337 6.9062 -0.0321 0.0019 0.0041 0.0010 0.2203
H -0.6104 4.5284 -0.6108 0.0105 0.0172 0.0074 0.2263
Cl -0.2032 -1.9640 2.0787 -0.0274 0.0206 -0.1264 -0.0217
C -0.1544 -2.9537 0.5412 0.0547 0.1216 -0.0041 -0.5070
H -1.1684 -3.3083 0.3492 -0.0202 0.0754 -0.0399 0.1915
H 0.4827 -3.8244 0.7171 0.0802 0.0632 0.0531 0.1889
C 3.6836 -1.1589 -2.9143 0.0100 0.0159 0.0310 -0.6312
C 2.8298 -2.4080 -2.7753 -0.0634 0.0702 0.0056 0.1115
C 3.7016 -3.6344 -2.5184 -0.0076 -0.0063 0.0006 -0.6342
C 1.9524 -2.6053 -4.0035 0.0385 -0.0197 -0.0254 -0.6180
N 1.8589 -2.2617 -1.6361 -0.1665 -0.0687 0.0624 -0.4355
N 2.3872 -2.0534 -0.3230 0.2362 0.2094 -0.0794 -0.5607
H 4.3954 -1.3055 -3.7260 -0.0056 -0.0036 -0.0085 0.2441
H 4.2771 -0.9548 -2.0190 0.0168 0.0108 -0.0135 0.1996
H 3.0825 -0.2839 -3.1478 0.0061 -0.0118 0.0046 0.2313
H 4.3521 -3.8152 -3.3732 0.0005 0.0083 -0.0019 0.2436
H 3.0920 -4.5292 -2.3720 0.0021 -0.0042 -0.0038 0.2155
H 4.3438 -3.4994 -1.6454 0.0044 -0.0023 -0.0015 0.2099
H 2.5786 -2.7172 -4.8880 -0.0067 0.0095 0.0001 0.2374
H 1.2918 -1.7511 -4.1508 -0.0026 0.0071 0.0017 0.2292
H 1.3449 -3.5089 -3.9145 -0.0111 0.0076 0.0075 0.2155
H 1.3192 -3.1218 -1.5876 0.1247 -0.0685 -0.0848 0.3960
H 3.1759 -1.4147 -0.3742 0.0222 -0.0409 0.0114 0.3988
H 2.6806 -2.9042 0.1535 -0.0756 -0.0310 -0.0201 0.3885
```
Positions in Å, forces in eV/Å.

ΔE to the lowest compared entry with this formula, charge and spin = 0.0 kcal/mol
Net charge = +1
Max |F| = 0.69 eV/Å
Orbital gap = 8.8816 eV
LUMO level = -2.50 eV
E_HOMO = -11.38 eV
Total energy = -50247.8919 eV